ORCA calculation (wB97M-V/def2-TZVPD) on 3 unconnected molecules or ions with the total composition C29H56NO9P2.

The total energy is -69477.60564 eV. As for the largest force on an atom: 6.50 eV/Å. The value obtained for the frontier orbital gap (alpha / beta) is 8.690 / 9.159 eV. Its expectation value of S² is 0.75.

```
! wB97M-V def2-TZVPD RIJCOSX def2/J DEFGRID3
* xyz 0 2
C 2.1353 0.8727 2.3973
C 0.9536 0.5921 1.4903
C 0.1431 -0.5070 1.7317
C -0.9584 -0.7345 0.9083
C -1.2248 0.1267 -0.1493
C -2.4364 -0.0490 -1.0532
C -3.7325 0.5159 -0.4383
C -3.5908 1.9496 0.1313
C -4.6860 2.3050 1.1742
C -4.1882 2.1316 2.6294
C -4.9504 3.8220 1.0008
N -5.9358 1.5717 0.8823
O -6.4515 1.9627 -0.2285
C -5.7755 0.0953 0.9762
C -6.7261 -0.5807 -0.0379
C -6.1767 -0.4926 2.3482
C -4.3430 -0.3862 0.6429
C -0.3914 1.2171 -0.3955
C 0.7115 1.4494 0.4225
H 2.5720 -0.0234 2.8373
H 2.8835 1.5099 1.9263
H 1.7577 1.4602 3.2446
H 0.3216 -1.2090 2.5379
H -1.6409 -1.5643 1.0613
H -2.2260 0.3643 -2.0403
H -2.5764 -1.1322 -1.1575
H -4.4726 0.5699 -1.2444
H -2.6361 2.1362 0.6290
H -3.6347 2.6396 -0.7156
H -3.4394 1.3355 2.6484
H -3.6677 3.0350 2.9416
H -4.9996 1.8984 3.3163
H -5.0711 4.0872 -0.0467
H -5.7677 4.1762 1.6295
H -4.0271 4.3144 1.3212
H -6.4391 -0.3929 -1.0696
H -6.6593 -1.6588 0.1247
H -7.7459 -0.2602 0.1734
H -5.5061 -0.1701 3.1441
H -6.1168 -1.5774 2.2675
H -7.1980 -0.1655 2.5547
H -3.6860 -0.4099 1.5182
H -4.3923 -1.4223 0.2931
H -0.5955 1.9038 -1.2100
H 1.3327 2.3115 0.2096
O 7.9043 4.8274 2.1589
P 7.4392 3.7198 3.0276
O 6.1884 3.0374 2.2423
C 6.4305 2.3663 1.0079
C 7.1552 1.0468 1.2120
O 6.6360 4.5074 4.2058
C 6.7038 5.9269 4.3341
C 5.5810 6.6023 3.5728
O 7.6919 2.4573 4.0490
C 9.0509 2.0853 4.3544
C 9.8475 3.2377 4.9345
H 6.9921 3.0142 0.3290
H 5.4562 2.1795 0.5562
H 8.1947 1.2157 1.5091
H 7.1650 0.4645 0.2901
H 6.6806 0.4615 1.9992
H 7.6778 6.2989 4.0170
H 6.6112 6.1508 5.3986
H 5.5234 6.2485 2.5440
H 5.7196 7.6848 3.5659
H 4.6206 6.3833 4.0424
H 9.5355 1.7011 3.4522
H 8.9983 1.2677 5.0717
H 9.9768 4.0391 4.1990
H 10.8391 2.9022 5.2384
H 9.3360 3.6659 5.7964
O -3.4792 -4.5647 -4.1187
P -2.2049 -5.0726 -4.6813
O -2.2472 -6.6866 -4.4865
C -3.2148 -7.4439 -5.2103
C -2.8870 -7.5300 -6.6910
O -1.1263 -4.6765 -3.5261
C -1.4800 -3.8207 -2.4417
C -1.9661 -4.6197 -1.2487
O -0.9998 -5.0784 -5.7985
C -1.0931 -4.1652 -6.9101
C -1.2193 -2.7223 -6.4611
H -4.2111 -7.0186 -5.0589
H -3.2131 -8.4431 -4.7758
H -3.0433 -6.5642 -7.1812
H -3.5278 -8.2600 -7.1864
H -1.8446 -7.8092 -6.8419
H -2.2189 -3.0836 -2.7563
H -0.5805 -3.2673 -2.1638
H -2.7404 -5.3326 -1.5304
H -2.3616 -3.9551 -0.4773
H -1.1436 -5.1926 -0.8174
H -1.9411 -4.4447 -7.5420
H -0.1874 -4.2961 -7.5002
H -2.1631 -2.5539 -5.9312
H -1.1959 -2.0513 -7.3199
H -0.4110 -2.4576 -5.7794
*
```

Löwdin population analysis, charges in e, atoms 1 to 8: -0.050 -0.281 -0.038 -0.037 -0.241 -0.103 -0.262 -0.079


ORCA calculation (wB97M-V/def2-TZVPD) on a molecular structure, CBr3NO.

The total energy is -214696.63226 eV. For the energy above the lowest of the compared OMol25 structures with the same formula, charge and spin, the calculation gives 1.669 eV. As for the largest force on an atom: 5.61 eV/Å. The value obtained for the frontier orbital gap (alpha / beta) is 6.209 / 6.234 eV.

```
! wB97M-V def2-TZVPD RIJCOSX def2/J DEFGRID3
* xyz 0 1
C -0.7482 0.1598 0.1440
N 1.9349 0.3754 0.0920
O 2.1973 -0.4997 -0.6580
Br -0.2932 -1.5806 -0.3342
Br -1.4008 1.2685 -1.1453
Br -1.6900 0.2767 1.9016
*
```

From a Löwdin analysis of the wavefunction, the atomic charges in e read: -1.751 0.110 -0.106 0.640 0.623 0.484